Record 1
8
Properties=species:S:1:pos:R:3:forces:R:3 method="wB97M-V/def2-TZVPD" gap_ev=6.67 fmax_ev_per_a=6.541 lumo_energy_ev=-4.175
C 3.02870 -0.99051 1.18207 -6.258 -1.882 0.288
C -1.18498 2.38185 -1.96244 1.894 -1.949 4.213
C -0.12642 1.48038 0.30397 -0.314 1.175 1.504
C 4.15342 -0.63193 1.12412 6.229 1.932 -0.302
C -0.67613 1.87186 -0.99123 -0.513 0.608 -0.078
O 0.56896 0.52956 0.50587 0.300 -0.696 -0.392
H -0.34931 2.15888 1.21936 -0.083 -0.537 -1.538
H -1.39661 2.66802 -2.87933 -1.254 1.349 -3.695


Record 2
92
Properties=species:S:1:pos:R:3:forces:R:3 method="wB97M-V/def2-TZVPD" s2=0.78 gap_ev="6.39 / 5.97" fmax_ev_per_a=1.243 lumo_energy_ev="-1.341 / -1.604" spin_multiplicity=2
Rh 0.65339 0.08871 -0.08859 1.236 0.019 0.121
C 3.29045 3.60303 3.53055 -0.071 0.027 0.030
C 3.30921 2.54604 2.42492 0.081 0.080 -0.187
C 4.64578 1.79574 2.41579 0.033 0.002 -0.016
C 3.03162 3.16355 1.05271 0.142 -0.204 0.175
C 3.94311 4.09564 0.56804 -0.040 0.038 0.003
C 3.80137 4.65086 -0.69111 -0.083 -0.060 -0.046
C 2.75643 4.24205 -1.50344 0.067 0.052 0.006
C 1.83059 3.29630 -1.07584 -0.176 -0.013 -0.172
C 0.74490 2.83931 -2.04199 0.257 0.294 -0.005
C 1.37282 1.98702 -3.14564 -0.011 0.026 -0.025
C -0.02318 4.01698 -2.65206 -0.003 0.017 0.116
C 1.96690 2.78924 0.21711 -0.247 -0.101 0.183
N 0.97354 1.86085 0.74387 0.476 0.586 -0.339
C 0.39205 2.23173 1.82635 0.000 0.523 0.206
C -0.40214 1.46483 2.70877 -0.109 0.277 0.160
C -0.75751 2.10269 3.92349 0.076 0.089 -0.094
C -1.46879 1.46391 4.89390 -0.097 -0.236 -0.018
C -1.85142 0.12935 4.65323 0.039 0.064 0.026
C -1.53877 -0.50643 3.48100 0.060 0.013 0.094
C -0.80853 0.14688 2.44838 0.076 -0.637 0.136
N -0.53523 -0.51536 1.28709 -1.116 -0.279 0.128
C -1.32037 -1.71678 1.05238 0.242 0.234 0.113
C -0.69830 -2.95902 1.16086 0.187 -0.225 0.135
C -1.46363 -4.10865 0.96636 0.025 -0.040 -0.020
C -2.81179 -4.02879 0.67484 0.000 0.034 -0.009
C -3.41735 -2.78322 0.58850 0.012 -0.002 0.004
C -2.69559 -1.61114 0.77907 -0.138 0.166 -0.159
C -3.44307 -0.28205 0.68924 -0.027 -0.128 -0.028
C -4.14364 -0.09604 -0.66326 0.037 -0.055 0.006
C -4.48196 -0.16284 1.81187 0.038 0.027 0.042
C 0.77002 -3.11008 1.53019 -0.143 -0.161 -0.074
C 1.55444 -3.79018 0.40515 -0.009 0.023 -0.031
C 0.92961 -3.88568 2.84137 -0.023 0.049 0.043
H 3.43747 3.13509 4.50678 0.011 0.020 -0.041
H 2.34046 4.14466 3.55321 0.044 -0.013 0.007
H 4.08503 4.33881 3.38654 -0.030 -0.025 0.009
H 2.54184 1.81137 2.65809 -0.041 -0.079 -0.044
H 5.48254 2.47727 2.24380 -0.030 -0.016 0.036
H 4.65956 1.03696 1.63233 0.001 0.059 0.045
H 4.80481 1.29696 3.37484 0.000 0.043 -0.015
H 4.78185 4.38803 1.19017 -0.054 -0.009 -0.027
H 4.50994 5.39002 -1.04415 -0.016 -0.027 0.001
H 2.65200 4.66947 -2.49386 0.019 -0.041 0.026
H 0.02802 2.23001 -1.49829 -0.109 -0.048 0.011
H 2.14857 2.55605 -3.66709 -0.071 -0.012 -0.011
H 0.61901 1.67258 -3.86884 0.053 0.017 0.075
H 1.84292 1.08646 -2.74750 0.027 0.000 0.022
H 0.59406 4.57684 -3.35882 -0.020 -0.029 0.018
H -0.36471 4.71304 -1.88232 -0.015 -0.033 -0.025
H -0.89737 3.64789 -3.19223 0.043 0.006 -0.015
H 0.55437 3.26531 2.12793 0.127 -0.001 0.037
H -0.43065 3.12670 4.07652 -0.002 -0.057 -0.046
H -1.72151 1.96054 5.82048 -0.013 -0.028 -0.022
H -2.40656 -0.41408 5.40974 0.035 0.010 -0.026
H -1.83963 -1.53255 3.32495 -0.015 0.040 0.083
H -0.99120 -5.08215 1.05420 -0.019 0.071 -0.014
H -3.39371 -4.93099 0.52234 0.023 0.049 0.018
H -4.47896 -2.72137 0.37350 0.059 0.000 -0.001
H -2.72279 0.52826 0.80358 0.038 0.029 -0.017
H -4.92802 -0.84521 -0.80495 0.018 0.066 0.026
H -3.44429 -0.18047 -1.49301 0.028 -0.013 0.005
H -4.60943 0.89224 -0.70634 -0.007 -0.065 0.018
H -5.21482 -0.97148 1.74655 0.017 0.048 -0.014
H -5.01905 0.78557 1.73004 0.018 -0.039 -0.001
H -4.01752 -0.20486 2.79742 -0.050 -0.012 -0.045
H 1.18548 -2.11705 1.67639 0.061 0.031 0.025
H 1.17327 -4.79888 0.21448 0.042 0.042 0.043
H 2.61294 -3.86624 0.66601 -0.064 -0.006 0.005
H 1.48758 -3.22517 -0.52686 0.017 0.035 0.018
H 0.62109 -4.92865 2.72722 0.011 0.049 0.012
H 0.32743 -3.44180 3.63826 0.031 -0.017 -0.018
H 1.97465 -3.87713 3.16158 -0.045 -0.020 -0.036
C -0.62382 0.21159 -6.25817 0.031 0.015 -0.087
C -0.72363 -0.83388 -5.17293 0.080 -0.051 0.008
O 0.54401 -0.92714 -4.50846 -0.057 -0.025 0.170
P 0.71282 -1.62611 -3.04432 -0.078 0.051 -0.276
S 2.74543 -0.32765 0.13337 -1.083 -0.175 -0.283
S -0.76142 -0.61544 -1.82313 0.336 -0.366 -0.288
O -0.06553 -3.02738 -3.39359 -0.231 -0.024 0.071
C -0.98388 -3.73199 -2.54552 0.158 0.089 -0.097
C -1.49657 -4.93190 -3.30376 0.005 -0.083 -0.114
H -1.60433 0.37321 -6.71239 0.052 -0.016 0.001
H 0.07238 -0.10315 -7.03791 -0.020 0.031 0.046
H -0.27129 1.15838 -5.84701 -0.047 -0.017 -0.029
H -0.97246 -1.81055 -5.58917 -0.025 -0.036 0.008
H -1.49603 -0.56662 -4.44777 -0.001 0.034 0.068
H -1.79955 -3.06930 -2.26258 -0.051 0.084 0.006
H -0.47351 -4.03127 -1.63238 0.014 -0.041 0.120
H -1.80115 -4.63157 -4.30862 -0.045 -0.017 0.059
H -2.36306 -5.35876 -2.79265 0.081 -0.006 0.003
H -0.72806 -5.70098 -3.39886 -0.034 0.030 -0.014


Record 3
117
Properties=species:S:1:pos:R:3:forces:R:3 method="wB97M-V/def2-TZVPD" gap_ev=7.64 total_charge=+1 fmax_ev_per_a=6.945 lumo_energy_ev=-4.191
O 2.53092 -1.69186 5.38615 0.257 -3.180 -0.922
P 3.58127 -2.48337 4.29470 1.396 3.879 -0.622
O 5.00556 -3.00973 5.08106 -3.170 -1.887 -0.594
N 2.76561 -3.79512 3.42438 0.149 -1.121 1.783
C 2.07232 -3.51708 2.29779 -1.178 -0.168 -2.079
N 1.38209 -4.54116 1.52570 0.926 6.856 -0.608
C 0.87596 -3.69695 0.45170 1.673 -0.581 2.919
N 0.10483 -4.34301 -0.60563 4.108 -1.736 -0.102
C 0.80643 -5.39189 -0.97223 0.394 -0.759 1.084
S 1.72902 -6.74894 -1.19276 -3.040 4.220 0.251
N 1.25114 -2.34456 0.62228 -2.217 -2.466 -2.176
C 0.92784 -1.22613 -0.30897 0.161 1.498 -0.838
C 1.63937 -1.39473 -1.73250 -0.601 -0.503 -0.369
C 3.10846 -2.02144 -1.68172 -0.289 -0.501 -0.114
Br 4.46800 -0.80415 -2.52269 -0.931 -0.908 0.609
N 1.99891 -2.19666 1.75108 -0.430 -4.194 0.757
H 1.71605 -2.22718 5.56640 0.593 0.680 0.153
H 4.93106 -3.97777 5.28793 0.491 0.974 0.251
H 2.75434 -4.78629 3.72868 -0.282 0.828 -0.501
H 1.28260 -0.23369 0.15291 -0.450 -1.693 -0.356
H -0.20657 -1.13000 -0.44070 1.635 -0.353 0.322
H 0.99495 -2.11243 -2.35550 0.887 1.050 0.906
H 1.58225 -0.38832 -2.28333 0.319 -1.492 0.928
H 3.49884 -2.25359 -0.64018 -0.566 0.521 -1.248
H 3.09505 -3.02140 -2.24878 0.273 1.721 0.684
H 2.38158 -1.29745 2.06683 -0.239 -0.637 -0.119
C 4.16188 4.05592 -4.10867 -0.190 -0.206 0.293
C 4.17855 2.91792 -5.10392 0.420 1.104 0.631
C 3.50410 3.23842 -6.40463 0.215 0.404 -0.495
O 3.11685 1.94553 -6.86373 -0.149 -0.535 0.513
C 2.93886 1.17936 -5.75153 -0.347 -0.679 -0.101
O 2.43634 0.09239 -5.75031 0.255 0.649 0.075
O 3.40553 1.81306 -4.63870 -0.321 -0.522 -0.597
H 4.52542 3.71708 -3.13531 0.130 0.035 -0.117
H 4.78822 4.88369 -4.44849 -0.059 -0.077 0.009
H 3.14733 4.42763 -3.95245 0.118 -0.005 -0.156
H 5.20481 2.56670 -5.25764 -0.070 -0.029 -0.130
H 4.17323 3.72155 -7.11769 -0.107 -0.207 -0.059
H 2.60140 3.84655 -6.29083 0.115 0.023 0.170
C 0.24928 7.55771 -0.07803 0.104 0.294 0.232
C 0.76305 7.43181 -1.49465 -0.791 -0.066 0.959
C 1.22312 6.05051 -1.85537 -0.511 -0.687 -0.242
O 2.16091 6.31220 -2.89712 0.313 0.597 0.068
C 2.66471 7.55715 -2.65767 0.688 0.502 -0.303
O 3.60692 8.02489 -3.22588 -0.539 -0.372 0.305
O 1.95487 8.19447 -1.68503 0.484 -0.337 -0.651
H 0.07536 8.60677 0.17194 -0.071 -0.071 -0.083
H -0.68529 7.00631 0.04847 0.113 0.039 -0.152
H 0.97927 7.17997 0.64310 0.013 -0.048 -0.129
H 0.01221 7.80351 -2.19987 0.046 -0.147 -0.033
H 0.40995 5.41692 -2.21310 0.241 0.161 -0.085
H 1.74714 5.53737 -1.04247 -0.055 0.185 0.122
C -4.27400 -5.27950 1.24001 -0.331 0.017 0.273
C -4.31538 -4.13866 0.24773 0.098 -0.997 0.498
C -3.04564 -3.34073 0.18100 0.581 -0.206 -0.308
O -3.50972 -2.08114 -0.28532 -0.334 0.186 0.080
C -4.79905 -1.96168 0.13853 -0.765 0.789 0.076
O -5.43038 -0.94954 0.08119 0.426 -0.763 0.062
O -5.26269 -3.14357 0.63782 0.329 0.675 -0.361
H -5.26648 -5.72139 1.35354 0.105 -0.036 -0.133
H -3.57854 -6.05632 0.91340 -0.057 0.084 -0.053
H -3.96983 -4.93139 2.23104 0.071 0.077 -0.121
H -4.60938 -4.51134 -0.73939 0.095 0.091 -0.007
H -2.31644 -3.76453 -0.51009 -0.112 0.192 -0.039
H -2.57062 -3.19076 1.15669 -0.120 -0.181 0.086
C -1.06068 -5.88040 7.32868 0.227 0.282 0.215
C -1.56284 -5.15097 6.10261 -0.039 -0.888 1.023
C -1.27560 -5.85857 4.81142 -0.345 -0.578 -0.189
O -1.26335 -4.77951 3.87892 0.245 0.764 0.131
C -0.88170 -3.67310 4.57481 -0.042 0.394 -0.110
O -0.58829 -2.62405 4.07220 0.161 -0.606 0.156
O -0.87412 -3.91309 5.91434 0.128 0.381 -0.991
H -1.16107 -5.24956 8.21461 -0.134 -0.100 -0.068
H -1.62029 -6.80423 7.48999 -0.003 0.112 -0.054
H 0.00087 -6.12594 7.23676 -0.087 -0.023 -0.108
H -2.62912 -4.92660 6.21087 0.053 0.000 -0.126
H -2.04272 -6.58918 4.55216 0.056 0.175 -0.153
H -0.29487 -6.34428 4.78752 -0.047 0.022 0.168
C 8.64691 -5.32787 4.11167 0.277 -0.262 -0.122
C 8.71936 -4.09852 3.23313 -0.064 -0.719 0.858
C 7.42266 -3.75081 2.56185 -0.493 0.425 0.181
O 7.86365 -3.03321 1.41530 0.303 -0.172 -0.092
C 9.10597 -3.51298 1.11433 0.757 0.157 -1.027
O 9.69833 -3.26851 0.10769 -0.510 -0.170 0.738
O 9.57798 -4.31079 2.11509 -0.314 0.440 -0.415
H 9.64577 -5.61620 4.44623 -0.106 0.110 0.080
H 8.02168 -5.14483 4.98906 0.080 0.072 -0.047
H 8.24044 -6.18265 3.56416 -0.028 0.125 -0.035
H 9.11676 -3.25272 3.80445 -0.118 0.042 -0.068
H 6.77964 -3.12890 3.18638 0.084 0.099 -0.183
H 6.85721 -4.62573 2.22274 0.142 -0.129 0.125
C -4.76394 2.08850 -0.15550 0.108 0.234 0.293
C -4.30658 3.12145 -1.16121 -0.774 -0.891 0.596
C -3.58090 2.54454 -2.33920 -0.379 -0.365 -0.590
O -2.77269 3.64236 -2.75731 0.360 0.570 0.587
C -2.53458 4.39143 -1.64462 0.159 0.261 0.025
O -1.74022 5.28749 -1.58803 -0.436 -0.496 -0.014
O -3.31478 3.98605 -0.60376 0.681 0.494 -0.667
H -5.14473 2.57668 0.74493 -0.085 -0.001 -0.132
H -5.55084 1.45783 -0.57224 0.122 0.082 0.009
H -3.93548 1.44955 0.16060 -0.052 0.005 -0.158
H -5.15351 3.74164 -1.47401 0.104 -0.022 -0.138
H -4.25660 2.23161 -3.13640 0.139 0.197 -0.042
H -2.91961 1.71098 -2.08103 -0.115 0.023 0.171
C -8.28071 7.19153 -2.41704 0.404 0.029 0.076
C -8.51401 6.03698 -3.36591 -0.111 1.079 0.545
C -9.54847 5.05829 -2.89320 -0.664 0.056 -0.013
O -9.15525 3.86417 -3.56341 0.639 -0.063 -0.117
C -7.80970 3.95527 -3.75620 0.436 -0.645 -0.270
O -7.11628 3.05292 -4.12548 -0.358 0.530 0.329
O -7.35670 5.20868 -3.47043 -0.172 -0.732 -0.188
H -7.41786 7.77957 -2.73790 -0.155 0.021 -0.065
H -9.15503 7.84487 -2.37440 0.053 -0.082 -0.066
H -8.06015 6.83581 -1.40706 -0.101 -0.067 -0.083
H -8.74532 6.41574 -4.36724 -0.064 -0.110 0.029
H -10.56158 5.34769 -3.17543 0.083 -0.211 -0.071
H -9.51515 4.87378 -1.81484 0.093 0.170 -0.030